Entry from the Open Molecules 2025 dataset: a single C11H17N3 molecule (ωB97M-V/def2-TZVPD).

Properties
⟨S²⟩: 2.013
Total charge: 0
2S+1: 3
Gap between HOMO and LUMO (spin up / spin down), eV: 5.37 / 8.39
HOMO level (spin up / spin down), eV: -4.640 / -9.521

CARTESIAN COORDINATES (ANGSTROEM)
C: 2.357 0.168 -0.254
C: -2.102 -0.053 -0.663
C: 0.057 -0.756 -1.692
C: -0.632 -1.698 0.559
C: -0.481 1.726 -0.747
C: -1.105 0.667 1.460
C: -0.894 0.438 -1.517
C: -1.639 -0.500 0.674
C: 0.556 -1.423 -0.404
C: 1.740 -0.829 0.318
C: -0.204 1.548 0.648
N: 3.087 1.013 -0.810
N: 2.331 -1.397 1.463
N: 0.673 2.249 1.247
H: -2.940 0.654 -0.522
H: -2.508 -0.912 -1.345
H: -0.481 -1.572 -2.255
H: 0.947 -0.425 -2.305
H: -0.365 -1.795 1.548
H: -1.325 -2.476 0.198
H: 0.313 2.302 -1.286
H: -1.407 2.363 -0.871
H: -1.950 1.316 1.828
H: -0.604 0.317 2.334
H: -1.104 0.978 -2.523
H: -2.532 -0.889 1.239
H: 0.857 -2.351 -0.746
H: 2.906 -0.668 1.814
H: 2.928 -2.184 1.284
H: 0.533 2.128 2.207
H: 2.988 2.059 -0.881

Forces on atoms 1 to 3 (eV/Å):
C 1.1 3.7 -2.2
C -1.3 -1.3 -3.5
C 0.9 0.8 -0.8


Entry from the Open Molecules 2025 dataset: C19H18BBrF2N6O9PSe4W as an isolated structure (ωB97M-V/def2-TZVPD).

Properties
Total charge: +1
2S+1: 1
Gap between HOMO and LUMO, eV: 6.15
HOMO level, eV: -10.781

CARTESIAN COORDINATES (ANGSTROEM)
W: 1.622 -2.169 0.613
Br: 1.284 -2.956 4.465
C: -0.205 -2.900 3.328
C: -1.423 -3.188 3.950
C: -2.601 -3.046 3.255
C: -2.548 -2.579 1.946
C: -1.315 -2.347 1.393
N: -0.143 -2.533 2.044
C: -1.223 -1.782 0.009
O: -2.166 -1.314 -0.570
O: -0.010 -1.833 -0.520
H: -1.416 -3.501 4.983
H: -3.546 -3.265 3.732
H: -3.430 -2.381 1.355
O: 4.357 -0.246 2.691
C: 3.177 -0.387 2.577
O: 2.622 -1.543 2.146
C: 2.112 0.576 2.918
C: 2.300 1.436 3.989
C: 1.264 2.256 4.387
C: 0.056 2.268 3.707
C: -0.074 1.453 2.609
C: 0.914 0.545 2.173
O: 0.662 -0.241 1.156
N: -1.326 1.580 1.854
O: -1.233 1.956 0.701
O: -2.364 1.342 2.431
N: 1.435 3.135 5.550
O: 0.525 3.898 5.807
O: 2.467 3.033 6.178
H: 3.239 1.439 4.525
H: -0.747 2.919 4.021
Se: 2.924 -0.536 -0.736
Se: 4.311 -2.402 -0.774
Se: 4.617 -3.475 1.309
Se: 2.490 -4.397 1.517
C: -2.291 1.317 -4.499
N: -1.103 0.348 -4.613
C: 0.108 1.149 -5.112
N: 0.373 2.255 -4.268
C: -0.800 3.120 -4.184
N: -1.970 2.418 -3.668
C: -1.810 2.032 -2.260
P: -0.398 0.868 -1.932
C: -0.818 -0.321 -3.297
C: 0.841 1.834 -2.937
H: -3.125 0.739 -4.101
H: -2.506 1.641 -5.518
H: -1.330 -0.364 -5.306
H: -0.147 1.474 -6.122
H: 0.947 0.453 -5.142
H: -1.027 3.504 -5.181
H: -0.574 3.959 -3.528
H: -2.734 1.567 -1.909
H: -1.670 2.928 -1.655
H: -1.701 -0.894 -3.011
H: 0.005 -1.021 -3.453
H: 1.746 1.235 -3.066
H: 1.130 2.725 -2.376
F: 0.352 -4.294 -0.177
B: 1.155 -3.605 -1.096
F: 0.736 -3.877 -2.311

Forces on atoms 1 to 3 (eV/Å):
W -0.6 1.2 0.8
Br 0.0 0.0 -0.1
C -0.2 0.1 0.1


Entry from the Open Molecules 2025 dataset: a 2-piece molecular cluster, C5H12N2O2 overall (ωB97M-V/def2-TZVPD).

Properties
Total charge: 0
2S+1: 1
SMILES string: C/C(N)=N/C(=O)O.CC
Gap between HOMO and LUMO, eV: 10.47
HOMO level, eV: -9.666

CARTESIAN COORDINATES (ANGSTROEM)
C: -0.325 -0.045 2.346
C: -0.353 0.755 1.083
N: -1.538 0.925 0.491
N: 0.769 1.222 0.642
C: 0.824 2.030 -0.453
O: -0.109 2.527 -1.064
O: 2.092 2.267 -0.811
H: 0.693 -0.356 2.556
H: -0.975 -0.912 2.273
H: -0.672 0.579 3.166
H: -2.384 0.544 0.876
H: -1.566 1.547 -0.312
H: 2.102 2.861 -1.574
C: 0.426 -2.063 -0.505
C: -0.066 -1.424 -1.796
H: 1.113 -1.396 0.007
H: -0.409 -2.281 0.158
H: 0.942 -2.997 -0.716
H: -0.784 -2.067 -2.298
H: 0.762 -1.249 -2.472
H: -0.542 -0.470 -1.597

Forces on atoms 1 to 3 (eV/Å):
C 0.0 0.0 0.0
C -0.2 0.0 -0.1
N -0.3 0.2 -0.2